A gas-phase ion, C4H11NP (charge +1). Source: OMol25; level of theory: ωB97M-V/def2-TZVPD.

Calculated values
**Charge**: +1
**SMILES**: C1=[PH2]CCC[NH2+]1

Each line ends with the natural charge from an NBO analysis.
Positions of all 17 atoms, in Å:
C (0.67, 0.38, 1.15)  -0.4838
C (1.25, -0.97, 0.83)  -0.4937
C (0.04, 1.27, 0.07)  -0.2263
C (-1.30, -0.24, -1.80)  -0.5589
N (-1.31, 0.74, -0.60)  -0.5837
P (-0.13, -1.37, -0.77)  0.6588
H (-0.16, 0.45, 1.95)  0.2299
H (1.46, 1.04, 1.52)  0.2586
H (2.12, -0.66, 0.20)  0.2419
H (1.31, -1.81, 1.53)  0.2748
H (-0.13, 2.21, 0.52)  0.2364
H (0.56, 1.52, -0.99)  0.2337
H (-1.11, 0.05, -2.84)  0.2571
H (-1.88, 0.28, 0.19)  0.4241
H (-1.76, 1.56, -0.90)  0.4356
H (0.52, -2.31, -1.65)  0.0742
H (-0.96, -2.22, 0.04)  0.0213

***

2 unconnected molecules or ions with the total composition C4H4F2NO6P. Source: OMol25; level of theory: ωB97M-V/def2-TZVPD.

Calculated values
**Charge**: -2

Each line ends with the natural charge from an NBO analysis.
Positions of all 18 atoms, in Å:
C (-2.32, 0.33, -0.90)  0.4282
C (-3.20, 0.28, 0.08)  0.3909
C (1.34, -1.88, 0.31)  0.6687
C (0.90, -0.56, 0.26)  -0.5651
N (-0.47, -0.14, 0.37)  -0.6924
O (2.72, -1.87, 0.14)  -0.7551
O (1.42, 2.02, 1.33)  -1.1910
O (3.31, 1.01, -0.12)  -1.2021
O (0.61, -2.86, 0.52)  -0.7536
O (1.07, 1.74, -1.17)  -1.0349
O (-2.17, 0.26, -2.12)  -0.6053
F (-4.56, 0.32, -0.14)  -0.3698
F (-3.05, -0.03, 1.40)  -0.3494
P (1.84, 1.11, 0.19)  2.2684
H (-0.45, 0.79, 0.68)  0.3981
H (3.00, -0.97, 0.25)  0.5059
H (-1.12, -0.67, 0.84)  0.3783
H (1.14, 1.12, -1.92)  0.4804

***

A molecular structure, C44H50BrHgN3O. Source: OMol25; level of theory: ωB97M-V/def2-TZVPD.

Calculated values
**Expectation value of S²**: 0.75
**Multiplicity**: 2
**Charge**: -1

Each line ends with the Löwdin spin population.
Positions of all 100 atoms, in Å:
Hg (0.46, 1.79, 0.05)  0.4160
C (-0.42, 2.88, 4.46)  0.0007
C (-1.11, 1.77, 3.69)  0.0102
C (-1.95, 2.12, 2.63)  0.0449
C (-2.25, 3.57, 2.34)  0.0180
C (-2.50, 1.12, 1.82)  0.0396
C (-3.29, 1.48, 0.58)  0.0181
C (-2.28, -0.23, 2.13)  0.0084
C (-2.94, -1.30, 1.29)  0.0005
C (-1.46, -0.57, 3.20)  0.0002
C (-1.16, -2.03, 3.49)  -0.0001
C (-0.88, 0.43, 3.99)  0.0014
C (-0.03, 0.03, 5.17)  0.0002
H (-1.08, 3.34, 5.20)  0.0000
H (-0.08, 3.66, 3.78)  0.0006
H (0.47, 2.52, 4.98)  0.0000
H (-1.56, 3.97, 1.59)  0.0194
H (-2.16, 4.18, 3.23)  0.0002
H (-3.26, 3.70, 1.96)  0.0003
H (-4.37, 1.43, 0.75)  0.0003
H (-3.05, 0.79, -0.23)  0.0027
H (-3.04, 2.48, 0.23)  0.0064
H (-2.30, -1.60, 0.45)  0.0003
H (-3.89, -0.96, 0.88)  0.0001
H (-3.14, -2.20, 1.88)  0.0000
H (-1.88, -2.45, 4.20)  0.0000
H (-0.16, -2.15, 3.91)  0.0000
H (-1.20, -2.62, 2.58)  0.0000
H (0.99, -0.23, 4.86)  0.0001
H (-0.44, -0.85, 5.67)  0.0000
H (0.03, 0.81, 5.92)  0.0000
C (3.40, 2.70, 3.82)  0.0005
C (2.48, 2.08, 2.94)  0.0149
N (2.48, 2.31, 1.65)  0.0632
C (3.37, 3.16, 1.11)  0.0066
C (4.33, 3.84, 1.91)  0.0009
C (4.31, 3.57, 3.29)  0.0044
C (5.25, 4.74, 1.32)  0.0033
C (5.18, 4.95, -0.03)  -0.0001
C (4.25, 4.29, -0.84)  0.0052
C (3.32, 3.37, -0.33)  0.0061
N (2.35, 2.75, -1.04)  0.0681
C (2.42, 2.60, -2.40)  0.0050
C (3.58, 2.35, -3.11)  0.0039
C (3.58, 2.12, -4.50)  0.0001
C (2.42, 2.15, -5.22)  0.0019
C (1.20, 2.41, -4.56)  0.0005
C (-0.04, 2.46, -5.24)  0.0023
C (-1.18, 2.71, -4.55)  0.0001
C (-1.10, 2.91, -3.15)  0.0090
N (0.03, 2.87, -2.49)  0.0382
C (1.19, 2.63, -3.16)  0.0038
H (3.36, 2.48, 4.88)  0.0001
H (1.73, 1.39, 3.31)  0.0013
H (5.03, 4.07, 3.93)  0.0003
H (5.97, 5.24, 1.94)  0.0002
H (5.86, 5.65, -0.50)  0.0000
H (4.23, 4.51, -1.90)  0.0004
H (4.52, 2.30, -2.57)  0.0003
H (4.52, 1.91, -4.99)  0.0000
H (2.42, 1.97, -6.29)  0.0001
H (-0.05, 2.29, -6.31)  0.0001
H (-2.15, 2.75, -5.04)  0.0001
H (-2.00, 3.09, -2.57)  0.0013
C (-2.48, -5.68, 0.37)  0.0002
C (-0.96, -5.58, 0.20)  0.0003
C (-0.51, -6.55, -0.90)  0.0002
C (-0.30, -6.02, 1.51)  0.0000
C (-0.58, -4.15, -0.18)  0.0027
C (0.25, -3.36, 0.59)  -0.0003
C (0.52, -2.05, 0.21)  0.0039
Br (1.70, -1.05, 1.32)  0.0355
C (-0.01, -1.42, -0.94)  0.0075
O (0.20, -0.19, -1.25)  0.1116
C (-0.82, -2.29, -1.76)  0.0040
C (-1.08, -3.58, -1.36)  0.0000
C (-1.40, -1.73, -3.07)  0.0003
C (-0.26, -1.24, -3.98)  0.0010
C (-2.19, -2.78, -3.85)  0.0001
C (-2.35, -0.57, -2.75)  0.0005
H (-2.77, -6.70, 0.63)  0.0000
H (-3.00, -5.40, -0.55)  0.0000
H (-2.82, -5.01, 1.16)  0.0000
H (-0.78, -7.58, -0.65)  0.0000
H (0.57, -6.51, -1.04)  0.0000
H (-0.97, -6.31, -1.86)  0.0000
H (-0.61, -7.04, 1.75)  0.0000
H (-0.61, -5.37, 2.34)  0.0000
H (0.79, -5.99, 1.44)  0.0000
H (0.71, -3.73, 1.50)  0.0001
H (-1.71, -4.20, -1.99)  0.0000
H (0.40, -2.08, -4.24)  0.0000
H (0.33, -0.47, -3.49)  0.0007
H (-0.68, -0.84, -4.91)  0.0000
H (-1.57, -3.64, -4.12)  0.0000
H (-2.56, -2.33, -4.77)  0.0000
H (-3.06, -3.14, -3.29)  0.0000
H (-1.83, 0.20, -2.19)  0.0012
H (-3.21, -0.93, -2.17)  0.0000
H (-2.73, -0.13, -3.68)  0.0001

***

A single C3H2N4O molecule. Source: OMol25; level of theory: ωB97M-V/def2-TZVPD.

Calculated values
**Charge**: 0
**SMILES**: c1onc2nn[nH]c12

Each line ends with the natural charge from an NBO analysis.
Positions of all 10 atoms, in Å:
C (0.50, -0.66, 1.50)  0.1198
C (-0.49, -0.30, -0.43)  0.1976
C (0.62, -0.02, 0.28)  -0.0544
H (1.07, -0.97, 2.32)  0.2270
H (1.65, 1.82, 0.53)  0.4170
N (-1.40, -1.02, 0.11)  -0.0790
N (-0.46, 0.71, -1.58)  -0.1795
N (0.54, 1.45, -1.41)  0.0373
N (1.21, 1.00, -0.32)  -0.3935
O (-0.73, -1.25, 1.43)  -0.2925

***

A single C5H9P molecule. Source: OMol25; level of theory: ωB97M-V/def2-TZVPD.

Calculated values
**Charge**: 0
**SMILES**: C=CCC=[PH]=C

Each line ends with the natural charge from an NBO analysis.
Positions of all 15 atoms, in Å:
C (2.07, 0.88, 0.16)  -0.3928
C (0.61, -1.14, -0.42)  -0.4831
C (-1.80, 1.40, -0.51)  -1.0904
C (1.35, -0.16, 0.51)  -0.1864
C (-0.82, -1.45, 0.00)  -0.7937
P (-1.72, -0.09, 0.26)  1.1712
H (2.47, 1.05, -0.86)  0.1867
H (2.28, 1.72, 0.82)  0.2012
H (0.57, -0.81, -1.45)  0.2196
H (1.35, -2.06, -0.28)  0.2284
H (-2.24, 2.13, 0.15)  0.2527
H (-1.27, 1.47, -1.49)  0.2644
H (0.85, -0.07, 1.52)  0.1926
H (-0.90, -2.36, 0.68)  0.2626
H (-2.81, -0.50, 0.92)  -0.0329

***

| no. | energy (eV) |
| --- | --- |
| 1 | -15093.3471 |
| 2 | -32711.6587 |
| 3 | -127178.1331 |
| 4 | -11145.6137 |
| 5 | -14614.9322 |